[1]
Computed, not measured: 2 unconnected molecules or ions with the total composition C3H11NO2SSi at a distorted geometry, with ωB97M-V/def2-TZVPD.

XYZ file:
```
19
Properties=species:S:1:pos:R:3
C -2.80929 -0.15561 -0.22669
C 1.63304 -2.30099 0.81697
C 0.13310 -0.03436 -0.56425
N 1.32951 2.16324 -0.80643
O -0.66845 2.00608 0.71310
O -1.12624 1.97592 -1.62448
Si 0.64131 -0.68417 1.20241
S -0.23681 1.60912 -0.59210
H -2.51826 -1.07275 -0.59100
H -3.26436 -0.08767 0.71343
H -2.66557 0.81480 -0.77343
H 2.16704 -2.99128 1.50399
H 0.91904 -2.89381 0.23418
H 2.38252 -2.05259 0.09024
H 0.42571 -0.47156 -1.45206
H 1.25755 3.22736 -0.95137
H 1.52362 1.77735 -1.71755
H -0.57537 -1.00183 1.94385
H 1.45192 0.17273 2.08118
```

Computed properties:
HOMO (spin up / spin down) in eV: -8.764 / -9.975
LUMO (spin up / spin down) in eV: -1.625 / 0.057
Energy relative to the best compared isomer or geometry (same formula, charge and spin) in eV: 5.397
Charge: 0
Gap between HOMO and LUMO (spin up / spin down) in eV: 7.1383 / 10.0326

***

[2]
Computed, not measured: 3 unconnected molecules or ions with the total composition C3H11NO3 at a distorted geometry, with ωB97M-V/def2-TZVPD.

XYZ file:
```
18
Properties=species:S:1:pos:R:3
C -1.68372 -0.39418 -1.50808
C -1.19341 -0.71928 -0.07576
C 0.14404 -0.10555 0.22916
N 0.20941 0.65940 1.38658
O 1.15369 -0.41943 -0.37402
H -2.63057 -0.90891 -1.68514
H -1.92602 0.66677 -1.53833
H -0.99530 -0.71236 -2.28771
H -1.26344 -1.75820 0.23164
H -1.95717 -0.16784 0.49339
H 1.13018 1.03131 1.56184
H -0.68647 1.08607 1.55422
O 2.38729 5.17538 -1.45699
H 2.70011 4.52524 -2.09479
H 1.47216 5.41026 -1.56033
O -0.93096 -4.30754 1.86700
H -0.31327 -4.79598 1.31616
H -1.37338 -4.99109 2.39110
```

Computed properties:
HOMO in eV: -9.618
Structure (SMILES): CCC(N)=O.O.O
LUMO in eV: 0.716
Energy relative to the best compared isomer or geometry (same formula, charge and spin) in eV: 0.910
Charge: 0
Gap between HOMO and LUMO in eV: 10.3345